The following is a DFT calculation (ωB97M-V/def2-TZVPD) of a molecular structure, C38H41IrN7O5Sb.

Geometry as XYZ:
```
93
Properties=species:S:1:pos:R:3
Ir 0.768 0.427 -0.350
C -0.909 5.454 -7.220
O -0.311 5.205 -5.960
C -1.064 5.447 -4.851
C -0.413 5.281 -3.626
C -1.089 5.472 -2.441
C -2.442 5.839 -2.454
C -3.061 6.051 -3.677
C -2.394 5.845 -4.878
N -3.265 6.125 -1.319
N -3.007 5.766 -0.150
C -2.252 4.627 0.181
C -1.522 4.722 1.354
C -0.492 3.837 1.677
C -0.224 2.761 0.841
O 0.777 1.943 0.994
C -1.169 2.505 -0.215
N -1.020 1.308 -0.858
C -1.817 0.989 -1.852
C -2.850 1.846 -2.263
C -3.021 3.050 -1.638
C -2.161 3.427 -0.581
H -0.138 5.274 -7.964
H -1.250 6.489 -7.299
H -1.752 4.781 -7.401
H 0.636 5.008 -3.627
H -0.552 5.377 -1.508
H -4.092 6.382 -3.677
H -2.915 6.008 -5.810
H -1.706 5.589 1.978
H 0.116 3.982 2.559
H -1.652 0.018 -2.303
H -3.501 1.537 -3.069
H -3.819 3.713 -1.944
C 0.352 1.969 -5.237
N 0.960 0.936 -4.403
C 1.388 -0.325 -5.016
C 1.251 1.173 -3.163
N 1.504 1.379 -2.048
H 1.030 2.237 -6.048
H 0.148 2.850 -4.637
H -0.582 1.594 -5.657
H 2.239 -0.150 -5.676
H 0.556 -0.726 -5.593
H 1.651 -1.037 -4.235
C 6.880 -1.916 -1.627
C 5.909 -0.871 -1.140
C 6.268 0.464 -1.242
C 5.412 1.469 -0.817
C 4.193 1.128 -0.275
C 3.826 -0.212 -0.160
N 2.508 -0.368 0.457
C 1.789 -1.565 0.985
C 2.402 -2.150 2.211
C 2.371 -3.459 2.470
C 1.895 -4.438 1.499
C 1.420 -4.059 0.311
C 1.182 -2.632 0.001
C 1.165 -2.272 -1.491
O 1.478 -3.063 -2.358
O 0.690 -1.086 -1.737
C 4.661 -1.239 -0.595
C 4.284 -2.693 -0.527
H 7.777 -1.441 -2.020
H 6.449 -2.530 -2.421
H 7.185 -2.590 -0.825
H 7.234 0.720 -1.660
H 5.695 2.510 -0.905
H 3.500 1.893 0.055
H 2.525 0.266 1.260
H 2.859 -1.452 2.906
H 2.786 -3.824 3.402
H 1.989 -5.489 1.740
H 1.138 -4.777 -0.447
H 3.844 -2.953 0.432
H 5.156 -3.328 -0.655
H 3.574 -2.961 -1.311
C 0.373 0.619 6.130
Sb -0.207 0.578 4.043
C -1.878 1.913 4.358
C -1.365 -1.215 4.207
H -0.496 0.616 6.789
H 0.966 1.512 6.327
H 0.981 -0.259 6.351
H -2.670 1.391 4.895
H -2.270 2.274 3.407
H -1.549 2.768 4.949
H -2.039 -1.150 5.061
H -0.699 -2.070 4.330
H -1.938 -1.364 3.291
O -1.306 -2.394 0.451
C -0.166 -2.046 0.547
N 0.426 -0.975 1.214
```

Properties
calculated total energy: -2576.61456 a.u.
LUMO: -0.52 eV
ΔE to the lowest compared entry with this formula, charge and spin: 347.55 kJ/mol
orbital gap: 0.246 Ha

=====

The following is a DFT calculation (ωB97M-V/def2-TZVPD) of 5 unconnected molecules or ions with the total composition C38H41NO14.

Geometry as XYZ:
```
94
Properties=species:S:1:pos:R:3
O -1.336 -2.938 0.808
C -2.420 -2.313 0.835
N -3.755 -2.745 1.249
C -4.841 -1.767 1.336
O -5.967 -1.894 1.869
C -4.204 -0.487 0.637
C -4.797 0.881 0.244
C -6.341 1.205 0.489
C -7.259 1.104 -0.813
C -6.906 1.622 -2.227
C -7.906 1.489 -3.434
C -9.301 0.800 -3.205
C -9.702 0.265 -1.780
C -8.669 0.440 -0.634
C -3.913 1.984 -0.410
C -2.419 1.652 -0.668
C -1.375 2.674 -1.381
C -0.931 1.921 -2.756
C 0.476 2.062 -3.389
C 0.844 1.277 -4.698
C -0.163 0.323 -5.422
C -1.583 0.203 -4.813
C -1.952 0.988 -3.506
C -1.800 0.251 -0.283
C -2.710 -0.814 0.359
H -3.842 -3.618 1.783
H -6.719 0.487 1.291
H -6.396 2.286 0.887
H -5.899 2.139 -2.418
H -7.646 1.896 -4.478
H -10.033 0.688 -4.070
H -10.731 -0.201 -1.637
H -8.952 0.078 0.422
H -4.311 3.011 -0.703
H -1.828 3.702 -1.573
H -0.457 2.825 -0.705
H 1.289 2.727 -2.947
H 1.880 1.383 -5.157
H 0.076 -0.285 -6.352
H -2.369 -0.483 -5.287
H -3.032 0.830 -3.140
H -0.696 0.034 -0.483
C 1.045 0.491 3.148
C 0.653 1.835 3.716
C -0.645 1.826 4.469
O -1.065 3.182 4.355
C -0.530 3.654 3.191
O -0.824 4.699 2.685
O 0.379 2.776 2.680
H 1.868 0.601 2.443
H 1.352 -0.196 3.942
H 0.217 0.035 2.597
H 1.471 2.238 4.325
H -0.523 1.542 5.515
H -1.411 1.192 4.011
C 4.689 -0.828 8.654
C 4.438 -1.105 7.187
C 4.357 0.128 6.337
O 3.559 -0.317 5.245
C 2.759 -1.310 5.732
O 1.835 -1.788 5.138
O 3.151 -1.683 6.983
H 4.525 -1.732 9.247
H 5.712 -0.482 8.816
H 4.001 -0.070 9.038
H 5.185 -1.811 6.807
H 5.335 0.467 5.992
H 3.837 0.960 6.822
C 5.914 -2.241 0.027
C 5.524 -0.903 0.610
C 4.232 -0.924 1.370
O 3.807 0.431 1.267
C 4.333 0.913 0.104
O 4.032 1.960 -0.393
O 5.241 0.043 -0.417
H 6.732 -2.121 -0.687
H 6.230 -2.936 0.808
H 5.080 -2.689 -0.520
H 6.345 -0.502 1.215
H 4.360 -1.216 2.414
H 3.466 -1.557 0.912
C 3.920 -1.168 -7.454
C 4.106 -2.255 -6.418
C 2.835 -2.948 -6.023
O 3.145 -3.421 -4.718
C 4.071 -2.556 -4.210
O 4.423 -2.535 -3.069
O 4.538 -1.714 -5.175
H 4.827 -0.564 -7.541
H 3.688 -1.596 -8.431
H 3.112 -0.486 -7.174
H 4.867 -2.967 -6.755
H 2.585 -3.776 -6.688
H 1.975 -2.274 -5.946
```

Properties
calculated total energy: -2580.39690 a.u.
LUMO: -0.73 eV
ΔE to the lowest compared entry with this formula, charge and spin: 901.02 kJ/mol
orbital gap: 0.284 Ha
SMILES: O=C1NC(=O)c2c(Cc3ccccc3)cc(Cc3ccccc3)cc21.C[C@@H]1COC(=O)O1.C[C@@H]1COC(=O)O1.C[C@@H]1COC(=O)O1.C[C@@H]1COC(=O)O1

=====

The following is a DFT calculation (ωB97M-V/def2-TZVPD) of a molecular structure, C38H42As2Cl2MnN3O2S.

Geometry as XYZ:
```
91
Properties=species:S:1:pos:R:3
Mn -0.297 0.428 0.320
C -1.161 3.234 -2.250
C -0.359 3.221 -0.973
C -0.634 4.101 0.069
C 0.121 4.093 1.237
C 1.184 3.218 1.374
C 1.505 2.360 0.328
C 0.731 2.348 -0.835
H -1.822 4.100 -2.297
H -1.774 2.333 -2.343
H -0.503 3.262 -3.118
H -1.430 4.828 -0.043
H -0.118 4.785 2.035
H 1.791 3.223 2.270
H 2.411 1.766 0.381
H 1.056 1.764 -1.689
C 0.273 -4.385 -3.963
As 0.551 -3.109 -2.499
C 1.907 -4.117 -1.508
C -1.004 -3.659 -1.414
C -1.160 -5.006 -1.086
C -2.217 -5.453 -0.310
C -3.141 -4.543 0.178
C -3.001 -3.200 -0.124
C -1.956 -2.751 -0.934
As -1.885 -0.824 -1.251
C -3.781 -0.399 -1.073
C -1.798 -0.630 -3.192
H 0.100 -5.395 -3.593
H 1.153 -4.386 -4.606
H -0.586 -4.071 -4.556
H 1.775 -5.192 -1.625
H 1.840 -3.862 -0.451
H 2.895 -3.844 -1.874
H -0.434 -5.728 -1.438
H -2.313 -6.507 -0.080
H -3.966 -4.874 0.796
H -3.716 -2.499 0.287
H -4.375 -1.148 -1.593
H -3.957 0.578 -1.524
H -4.076 -0.357 -0.027
H -2.187 -1.539 -3.646
H -0.777 -0.466 -3.519
H -2.423 0.214 -3.486
N -4.286 1.505 2.665
C -3.284 1.696 1.807
S -1.728 1.142 2.227
N -3.531 2.316 0.648
C -4.784 2.803 0.169
C -4.838 4.082 -0.373
C -6.036 4.571 -0.869
C -7.184 3.793 -0.817
C -7.121 2.510 -0.295
C -5.922 2.005 0.188
H -4.066 1.081 3.551
H -5.166 1.985 2.556
H -2.700 2.609 0.154
H -3.946 4.693 -0.399
H -6.072 5.567 -1.291
H -8.122 4.184 -1.187
H -8.005 1.887 -0.279
H -5.870 0.982 0.539
Cl 4.065 -1.878 -4.074
C 3.978 -0.152 -4.254
C 3.905 0.364 -5.532
C 3.910 1.737 -5.716
C 3.968 2.566 -4.612
C 4.000 2.036 -3.330
Cl 3.967 3.178 -2.023
C 4.020 0.656 -3.100
N 4.037 0.032 -1.860
C 4.725 0.395 -0.699
C 5.861 1.203 -0.774
C 6.556 1.567 0.364
C 6.146 1.097 1.606
C 5.066 0.233 1.667
C 4.347 -0.145 0.533
C 3.300 -1.230 0.687
C 1.866 -0.844 0.435
O 1.450 -0.639 -0.736
O 1.077 -0.700 1.427
H 3.877 -0.315 -6.373
H 3.877 2.156 -6.713
H 3.973 3.641 -4.728
H 3.446 -0.781 -1.799
H 6.194 1.541 -1.747
H 7.433 2.195 0.275
H 6.677 1.372 2.507
H 4.772 -0.182 2.625
H 3.343 -1.582 1.715
H 3.540 -2.078 0.036
```

Properties
calculated total energy: -8729.01890 a.u.
net charge: +1
LUMO (alpha / beta): -2.14 / -2.41 eV
spin multiplicity: 6
ΔE to the lowest compared entry with this formula, charge and spin: 71.27 kJ/mol
orbital gap (alpha / beta): 0.273 / 0.264 Ha

=====

| no. | strongest force on any atom (eV/Å) |
| --- | --- |
| 1 | 1.48 |
| 2 | 4.73 |
| 3 | 0.86 |